Entry 1:
{
  "formula": "C11H17BrFN4O3S",
  "method": "wB97M-V/def2-TZVPD",
  "energy_ha": -3945.64551,
  "total_charge": 1,
  "symbols": ["Br", "S", "F", "O", "O", "O", "N", "N", "N", "N", "C", "C", "C", "C", "C", "C", "C", "C", "C", "C", "C", "H", "H", "H", "H", "H", "H", "H", "H", "H", "H", "H", "H", "H", "H", "H", "H", "H"],
  "coordinates": [[-3.61, -0.20, -4.12], [-1.65, -3.40, -5.43], [-2.98, 1.11, -1.20], [-0.60, 1.10, 5.30], [2.38, -1.39, -0.50], [-0.39, 1.04, 2.36], [-0.30, -1.04, -4.68], [1.51, -0.11, -2.21], [-1.96, 0.59, -1.87], [-0.73, -0.42, -3.50], [-1.99, -0.01, -3.11], [-0.89, -2.17, -4.77], [1.85, -1.41, -1.58], [-1.27, 0.23, 3.14], [-0.08, 2.42, 5.29], [0.97, 0.64, 2.48], [1.48, -2.76, -2.28], [0.10, 0.00, -2.43], [2.33, 0.17, -3.43], [-0.64, 0.64, -1.37], [-1.69, 0.94, 4.41], [1.72, 0.42, -4.34], [1.76, -2.80, -3.36], [-2.15, 0.04, 2.52], [2.95, 1.09, -3.22], [-0.22, 1.03, -0.42], [-0.80, -0.74, 3.36], [-2.44, 0.32, 4.92], [1.90, -3.64, -1.74], [0.86, 2.42, 5.85], [1.27, 0.54, 3.53], [3.08, -0.65, -3.63], [1.59, 1.40, 2.02], [0.11, 2.78, 4.28], [-0.78, 3.10, 5.80], [-2.16, 1.90, 4.18], [0.35, -2.85, -2.19], [1.13, -0.31, 1.95]],
  "mulliken_charge": [0.010, -0.083, -0.182, -0.373, -0.460, -0.315, -0.873, 0.124, 0.378, 0.708, 0.241, 0.385, 0.306, -0.488, -0.683, -0.834, -0.787, 0.372, -0.806, -0.794, -0.575, 0.356, 0.305, 0.352, 0.301, 0.564, 0.371, 0.380, 0.373, 0.245, 0.455, 0.342, 0.237, 0.275, 0.331, 0.335, 0.198, 0.311]
}

---

Entry 2:
{
  "formula": "C11H17Cl2NO2Pd",
  "method": "wB97M-V/def2-TZVPD",
  "multiplicity": 5,
  "de_lowest_ev": 1.810,
  "total_charge": -2,
  "symbols": ["Pd", "Cl", "Cl", "O", "O", "N", "C", "C", "C", "C", "C", "C", "C", "C", "C", "C", "C", "H", "H", "H", "H", "H", "H", "H", "H", "H", "H", "H", "H", "H", "H", "H", "H", "H"],
  "coordinates": [[0.47, 0.43, 0.43], [-1.33, -1.17, 1.30], [0.30, 2.87, 0.45], [2.56, 3.58, -0.92], [2.24, -0.71, 0.95], [1.49, 0.71, 3.36], [-3.02, -0.38, -2.56], [1.23, 0.53, 2.22], [-1.61, -0.28, -2.08], [-0.82, 0.86, -2.09], [0.54, -1.00, -1.63], [-1.40, -2.74, -1.54], [-0.81, -1.42, -1.78], [-1.30, 2.16, -2.61], [1.70, -1.91, -1.74], [0.57, 0.49, -1.73], [1.75, 1.24, -2.18], [-3.09, -0.78, -3.59], [-0.66, 2.98, -2.27], [1.92, 1.13, -3.27], [-3.60, -1.04, -1.89], [-0.65, -3.50, -1.28], [1.90, -2.10, -2.81], [-1.30, 2.14, -3.72], [1.83, -1.55, 1.23], [2.66, 3.41, 0.07], [2.58, -1.45, -1.28], [2.62, 0.89, -1.63], [-1.95, -3.07, -2.43], [-2.11, -2.71, -0.69], [-3.54, 0.59, -2.56], [-2.34, 2.34, -2.28], [1.66, 2.32, -1.92], [1.50, -2.87, -1.23]],
  "mulliken_charge": [-0.160, -0.563, -0.502, -0.528, -0.641, -0.892, -1.728, 0.495, 0.803, 0.970, 0.860, -1.877, 0.538, -1.965, -2.073, 1.338, -1.615, 0.263, 0.380, 0.242, 0.350, 0.349, 0.298, 0.222, 0.247, 0.309, 0.290, 0.362, 0.353, 0.280, 0.401, 0.412, 0.320, 0.462]
}

---

Entry 3:
{
  "formula": "C11H17ClNO",
  "method": "wB97M-V/def2-TZVPD",
  "de_lowest_ev": 1.766,
  "total_charge": 1,
  "smiles": "O/C(=C/C=C\\C=C\\Cl)[NH+]1CCCCC1",
  "symbols": ["Cl", "O", "N", "C", "C", "C", "C", "C", "C", "C", "C", "C", "C", "C", "H", "H", "H", "H", "H", "H", "H", "H", "H", "H", "H", "H", "H", "H", "H", "H", "H"],
  "coordinates": [[3.60, 1.53, 0.34], [2.06, -0.52, -1.22], [-0.14, 0.31, -0.60], [2.61, -0.01, 2.25], [1.21, -2.02, 1.76], [-1.75, 0.48, -2.28], [-0.73, -0.44, -1.65], [2.22, 0.85, 1.18], [1.17, -0.44, -0.16], [2.22, -1.25, 2.41], [-2.87, 0.85, -1.21], [-1.04, 0.62, 0.56], [-2.14, 1.48, -0.03], [0.80, -1.67, 0.52], [1.08, -2.98, 2.26], [2.50, -1.75, 3.36], [-1.34, -1.27, -1.32], [0.05, -2.31, -0.10], [-0.45, 1.10, 1.32], [1.47, 1.59, 1.48], [0.04, -0.73, -2.35], [-1.78, 2.50, -0.35], [-3.00, 1.81, 0.64], [-1.20, 1.35, -2.56], [-2.21, 0.10, -3.20], [-3.30, -0.10, -0.91], [-3.74, 1.32, -1.58], [2.65, -1.31, -1.20], [-1.47, -0.49, 0.74], [0.22, 1.18, -1.13], [3.27, 0.22, 3.03]],
  "mulliken_charge": [-0.119, -0.502, -0.163, -0.522, -0.503, -0.874, -0.816, 0.147, 0.510, -0.341, -0.725, -0.437, -0.708, -0.486, 0.392, 0.296, 0.402, 0.316, 0.414, 0.281, 0.527, 0.317, 0.354, 0.349, 0.385, 0.319, 0.452, 0.432, 0.355, 0.543, 0.404]
}

---

Entry 4:
{
  "formula": "C11H17N3O",
  "method": "wB97M-V/def2-TZVPD",
  "de_lowest_ev": 4.192,
  "total_charge": 0,
  "smiles": "[H]/N=C1/C(OC)=NN2[C@H](C)[C@H](C)C=C[C@]12C",
  "symbols": ["O", "N", "N", "N", "C", "C", "C", "C", "C", "C", "C", "C", "C", "C", "C", "H", "H", "H", "H", "H", "H", "H", "H", "H", "H", "H", "H", "H", "H", "H", "H", "H"],
  "coordinates": [[2.45, -1.06, 1.93], [1.24, -0.05, 0.26], [0.12, -0.33, -0.48], [-0.30, -2.17, 2.57], [-0.79, -1.23, 0.17], [-2.05, -0.49, 0.49], [-0.95, 2.80, 0.01], [0.07, -1.58, 1.54], [1.35, -0.83, 1.27], [3.63, -0.54, 1.33], [0.91, 1.38, -2.01], [-0.35, 0.66, -1.40], [-1.39, 1.58, -0.79], [-2.29, 0.72, 0.08], [-1.14, -2.54, -0.48], [3.60, -0.71, 0.29], [-3.16, 1.34, 0.23], [-1.69, -2.43, -1.55], [4.51, -1.07, 1.72], [-1.77, 3.41, 0.35], [-0.32, -2.95, -0.89], [1.46, 1.70, -1.15], [-0.38, 3.48, -0.49], [-0.61, 2.51, 1.00], [-2.06, 1.90, -1.70], [-1.16, -2.59, 2.47], [-1.68, -3.27, 0.10], [3.91, 0.49, 1.54], [-2.71, -1.11, 1.16], [-0.73, 0.17, -2.24], [1.64, 0.77, -2.49], [0.62, 2.03, -2.83]],
  "mulliken_charge": [-0.431, -0.925, 0.684, -0.763, 1.163, -0.551, -1.688, 0.524, 0.389, -0.784, -1.883, 0.093, 0.565, -0.943, -1.786, 0.374, 0.429, 0.294, 0.252, 0.481, 0.559, 0.511, 0.465, 0.358, 0.323, 0.233, 0.361, 0.279, 0.254, 0.325, 0.488, 0.352]
}

---

Entry 5:
{
  "formula": "C11H17N4",
  "method": "wB97M-V/def2-TZVPD",
  "de_lowest_ev": 0.685,
  "total_charge": 1,
  "symbols": ["N", "N", "N", "N", "C", "C", "C", "C", "C", "C", "C", "C", "C", "C", "C", "H", "H", "H", "H", "H", "H", "H", "H", "H", "H", "H", "H", "H", "H", "H", "H", "H"],
  "coordinates": [[0.97, -2.37, 2.43], [0.22, -3.22, 0.44], [2.46, -2.91, 0.70], [0.19, 0.55, -2.45], [0.45, 0.21, -0.01], [-0.59, 2.19, -1.09], [0.21, 0.84, 1.20], [-0.75, 2.80, 0.15], [-0.30, -2.48, 3.16], [-1.65, 3.71, -2.95], [0.06, 0.94, -1.12], [-0.60, 1.40, -3.21], [1.22, -2.80, 1.21], [-0.35, 2.13, 1.29], [-1.00, 2.47, -2.49], [0.49, 0.40, 2.15], [3.23, -2.49, 1.21], [-1.34, 3.70, 0.27], [-2.70, 3.66, -3.26], [0.50, -0.34, -2.78], [-1.18, 4.13, -3.85], [1.71, -2.03, 3.02], [-0.56, 2.61, 2.24], [-1.49, 4.52, -2.23], [-1.12, -2.24, 2.48], [-0.72, -3.29, 0.76], [-0.25, -1.94, 4.09], [0.91, -0.75, -0.13], [-0.49, -3.53, 3.40], [0.38, -3.42, -0.53], [2.69, -3.74, 0.19], [-0.57, 1.29, -4.28]],
  "mulliken_charge": [-0.072, -0.318, -0.389, -0.086, -0.756, 0.461, 0.098, -0.291, -1.023, -1.298, 0.173, -0.710, 0.554, -1.055, 0.506, 0.303, 0.209, 0.361, 0.291, 0.189, 0.320, 0.229, 0.390, 0.336, 0.365, 0.156, 0.318, 0.493, 0.379, 0.227, 0.241, 0.398]
}

---

Entry 6:
{
  "formula": "C11H17N5O4",
  "method": "wB97M-V/def2-TZVPD",
  "de_lowest_ev": 8.212,
  "total_charge": 0,
  "smiles": "NC(=O)CC[C@H](NC(=O)[C@@H](N)Cc1c[nH]cn1)C(=O)O",
  "symbols": ["O", "O", "O", "O", "N", "N", "N", "N", "N", "C", "C", "C", "C", "C", "C", "C", "C", "C", "C", "C", "H", "H", "H", "H", "H", "H", "H", "H", "H", "H", "H", "H", "H", "H", "H", "H", "H"],
  "coordinates": [[3.98, 0.73, -2.77], [3.01, -1.26, -0.47], [-1.79, 0.35, -1.12], [2.53, -2.43, -2.43], [0.18, -0.92, -0.36], [-0.02, 0.28, 1.95], [3.47, -0.75, -4.60], [-2.24, 0.66, 4.20], [-4.32, 1.15, 4.99], [-1.26, -0.32, 1.45], [0.92, 0.66, -2.26], [1.66, 0.65, -3.62], [0.88, -0.81, -1.66], [-3.05, 1.04, 5.29], [-0.98, -0.06, -0.26], [-3.03, 0.68, 3.11], [-2.49, 0.66, 1.67], [3.15, 0.23, -3.52], [-4.40, 1.14, 3.58], [2.21, -1.45, -1.65], [1.48, 1.42, -1.65], [0.97, -0.60, 0.22], [2.69, -1.12, -5.36], [-5.26, 0.79, 2.85], [-3.29, 0.68, 0.98], [-1.87, 1.67, 1.32], [-0.06, 0.49, 3.02], [-2.88, 1.24, 6.41], [4.40, -1.14, -4.89], [1.61, 1.69, -4.05], [3.58, -2.07, -0.49], [-1.19, -1.52, 1.71], [1.20, -0.18, -4.28], [0.43, -1.72, -2.23], [0.48, 1.06, 1.50], [-0.05, 1.05, -2.24], [-5.27, 1.57, 5.57]],
  "mulliken_charge": [-0.572, -0.487, -0.613, -0.598, -0.208, -0.650, -0.408, -0.479, -0.113, 0.015, -1.178, -0.463, 0.310, -0.193, 0.289, 0.170, -0.309, 0.447, -0.546, 0.298, 0.261, 0.493, 0.223, 0.225, 0.433, 0.172, 0.281, 0.325, 0.224, 0.292, 0.380, 0.287, 0.232, 0.154, 0.187, 0.769, 0.349]
}

---

Entry 7:
{
  "formula": "C11H17NO2",
  "method": "wB97M-V/def2-TZVPD",
  "energy_ha": -634.30421,
  "multiplicity": 3,
  "total_charge": 0,
  "symbols": ["O", "O", "N", "C", "C", "C", "C", "C", "C", "C", "C", "C", "C", "C", "H", "H", "H", "H", "H", "H", "H", "H", "H", "H", "H", "H", "H", "H", "H", "H", "H"],
  "coordinates": [[1.86, -0.19, -0.18], [0.97, 0.97, 1.54], [0.57, -2.66, 0.16], [-1.68, 1.29, 1.35], [3.14, 0.32, 0.16], [-2.82, -0.52, 0.22], [-2.48, 0.00, -1.17], [-1.53, -0.17, 1.06], [4.26, -0.53, -0.41], [-0.02, -1.89, -0.59], [-1.32, 1.98, -0.02], [-0.42, -0.14, 0.01], [0.90, 0.25, 0.56], [-1.16, 0.78, -1.00], [-1.32, -0.93, 1.85], [-3.68, 0.02, 0.81], [3.81, -1.53, -0.62], [-3.17, -1.52, 0.30], [4.95, -0.83, 0.49], [3.16, 0.38, 1.24], [-0.71, 1.07, -1.92], [-2.66, 1.63, 1.65], [-3.35, 0.62, -1.51], [-2.44, -0.71, -2.13], [-0.99, 1.61, 2.07], [5.01, -0.22, -1.18], [-0.46, 2.56, -0.07], [-0.27, -1.93, -1.66], [0.79, -3.58, -0.31], [-2.18, 2.45, -0.49], [3.24, 1.39, -0.20]],
  "mulliken_charge": [-0.099, -0.635, -0.442, -1.218, -0.289, -0.845, -0.636, 0.022, -1.016, -0.593, -0.955, 0.579, 0.060, -0.170, 0.575, 0.342, 0.271, 0.310, 0.270, 0.341, 0.412, 0.529, 0.380, 0.277, 0.294, 0.308, 0.470, 0.369, 0.292, 0.538, 0.262]
}